Record 1
Entry from the Open Molecules 2025 dataset: a molecular structure, C33H24BBrF2N9Ti in a non-equilibrium geometry (the ωB97M-V functional and the def2-TZVPD basis).

HOMO energy (alpha / beta) = -14.13 / -14.13 eV
relative energy (zero: lowest compared OMol25 entry of this formula, charge and spin) = 0.000 eV
multiplicity = 2
Kohn-Sham gap (alpha / beta) = 7.595 / 7.467 eV
net charge = +2

Each line ends with the natural charge from an NBO analysis.
Cartesian coordinates (Å):
Br (0.92, 2.21, -2.17)  0.239
Ti (0.20, 0.22, -0.15)  1.691
F (5.46, 2.98, -2.17)  -0.281
F (4.79, -1.62, -1.83)  -0.298
N (-0.55, -0.60, -1.75)  -0.486
N (-3.78, -1.92, -0.43)  -0.421
N (-2.75, 0.49, -0.19)  -0.325
N (-1.63, 1.24, -0.03)  -0.465
N (-1.74, -1.21, -1.62)  -0.315
N (-3.43, -3.22, -0.67)  -0.315
N (-0.65, -0.78, 1.32)  -0.475
N (1.41, -1.52, -0.25)  -0.604
N (-1.76, -1.45, 0.94)  -0.320
C (-0.10, -0.85, -2.99)  0.011
C (-3.43, 2.57, 0.11)  -0.319
C (4.81, 1.95, -1.66)  0.464
C (-2.05, 2.50, 0.16)  0.072
C (3.03, 1.12, -0.25)  0.097
C (0.50, 4.63, -0.69)  -0.221
C (-1.02, -1.61, -3.67)  -0.297
C (-5.13, -1.84, -0.28)  -0.022
C (-2.05, -1.82, -2.77)  0.075
C (1.59, 1.56, 3.18)  -0.221
C (3.77, 2.18, -0.77)  -0.314
C (-0.27, -1.30, 2.50)  0.017
C (3.41, -0.19, -0.57)  -0.220
C (1.96, 1.46, 0.76)  -0.326
C (-5.65, -3.09, -0.43)  -0.311
C (-1.14, -2.31, 2.88)  -0.304
C (2.74, -1.43, -0.10)  0.214
C (1.57, -3.87, 0.18)  -0.219
C (0.84, 3.42, 1.82)  -0.070
C (5.17, 0.66, -2.05)  -0.326
C (0.93, 3.33, -0.59)  -0.053
C (0.35, 4.74, 1.71)  -0.153
C (-4.54, -3.92, -0.68)  -0.024
C (3.51, -2.51, 0.34)  -0.162
C (1.01, 2.80, 3.08)  -0.090
C (2.11, 0.92, 2.05)  -0.116
C (1.22, 2.71, 0.64)  -0.032
C (4.47, -0.38, -1.47)  0.460
C (0.85, -2.74, -0.16)  0.069
C (-2.07, -2.37, 1.86)  0.060
C (2.91, -3.75, 0.50)  -0.119
C (0.25, 5.36, 0.49)  -0.173
C (-3.84, 1.27, -0.12)  0.045
B (-2.60, -1.03, -0.34)  0.938
H (5.95, 0.48, -2.76)  0.275
H (-0.21, -2.83, -0.37)  0.240
H (-2.91, -3.03, 1.74)  0.263
H (0.30, 5.08, -1.65)  0.262
H (-6.68, -3.39, -0.38)  0.251
H (-4.51, -4.98, -0.85)  0.230
H (3.49, -4.60, 0.83)  0.251
H (-4.83, 0.88, -0.21)  0.238
H (0.06, 5.26, 2.61)  0.247
H (0.85, -0.47, -3.34)  0.237
H (4.57, -2.38, 0.52)  0.244
H (-1.38, 3.31, 0.35)  0.217
H (0.72, 3.34, 3.97)  0.247
H (1.08, -4.83, 0.20)  0.253
H (-2.96, -2.37, -2.89)  0.263
H (-5.64, -0.93, -0.06)  0.216
H (-0.96, -1.97, -4.68)  0.263
H (0.59, -0.92, 3.02)  0.231
H (2.78, 0.08, 2.19)  0.248
H (1.78, 1.14, 4.16)  0.250
H (3.56, 3.20, -0.50)  0.245
H (-4.05, 3.44, 0.21)  0.258
H (-1.10, -2.89, 3.77)  0.261
H (-0.07, 6.38, 0.41)  0.255

Record 2
Entry from the Open Molecules 2025 dataset: a molecular structure, C33H28N3PbS2 in a non-equilibrium geometry (the ωB97M-V functional and the def2-TZVPD basis).

HOMO energy = -10.93 eV
relative energy (zero: lowest compared OMol25 entry of this formula, charge and spin) = 1.005 eV
multiplicity = 1
Kohn-Sham gap = 7.933 eV
net charge = +1

Each line ends with the natural charge from an NBO analysis.
Cartesian coordinates (Å):
Pb (-10.47, -14.48, -1.68)  1.119
S (-9.45, -14.02, 0.81)  -0.142
S (-7.53, -12.98, -1.90)  -0.038
N (-6.98, -14.62, 1.47)  -0.357
N (-6.50, -15.39, -1.20)  -0.391
N (-12.25, -14.87, 0.02)  -0.516
C (-8.03, -18.64, -4.69)  -0.191
C (-15.41, -12.13, 0.01)  -0.184
C (-14.79, -15.68, 0.79)  -0.080
C (-8.25, -16.84, 2.72)  -0.190
C (-13.28, -13.95, 0.09)  0.131
C (-5.95, -15.61, -2.55)  -0.243
C (-10.39, -16.70, -1.04)  -0.436
C (-9.56, -18.95, -0.82)  -0.191
C (-7.78, -16.41, -4.10)  -0.165
C (-14.55, -14.31, 0.44)  -0.089
C (-13.73, -16.52, 0.75)  -0.256
C (-15.64, -13.43, 0.41)  -0.181
C (-6.61, -16.64, -3.41)  -0.078
C (-6.10, -16.27, -0.02)  -0.230
C (-7.80, -14.35, 0.55)  0.165
C (-12.43, -16.13, 0.25)  0.253
C (-6.23, -17.99, -3.20)  -0.196
C (-6.91, -18.96, -3.91)  -0.210
C (-9.53, -17.72, -1.47)  -0.245
C (-11.40, -18.29, 0.52)  -0.199
C (-6.80, -16.42, 4.56)  -0.207
C (-7.30, -14.57, 2.93)  -0.236
C (-7.56, -18.69, 4.13)  -0.196
C (-8.53, -17.38, -4.71)  -0.226
C (-10.56, -19.29, 0.14)  -0.215
C (-6.79, -17.79, 4.88)  -0.193
C (-13.07, -12.61, -0.13)  -0.208
C (-14.06, -11.68, -0.19)  -0.174
C (-7.22, -14.30, -0.97)  0.049
C (-7.47, -15.97, 3.46)  -0.074
C (-11.33, -17.02, -0.08)  -0.071
C (-5.72, -15.30, 1.06)  -0.230
C (-8.29, -18.15, 3.07)  -0.221
H (-5.85, -14.62, -3.01)  0.254
H (-9.44, -17.16, -5.27)  0.232
H (-8.96, -16.50, 1.92)  0.225
H (-4.97, -15.92, -2.31)  0.207
H (-7.64, -19.73, 4.46)  0.229
H (-8.22, -13.93, 3.07)  0.256
H (-13.92, -17.52, 1.13)  0.224
H (-15.76, -16.02, 1.11)  0.228
H (-5.13, -14.52, 0.64)  0.220
H (-8.80, -17.64, -2.19)  0.218
H (-6.92, -16.88, 0.39)  0.252
H (-12.10, -12.27, -0.33)  0.212
H (-5.17, -16.78, -0.37)  0.238
H (-8.02, -15.37, -4.39)  0.216
H (-8.80, -19.72, -1.14)  0.218
H (-6.64, -20.05, -3.91)  0.230
H (-10.65, -20.30, 0.58)  0.228
H (-5.49, -18.24, -2.50)  0.209
H (-5.28, -15.60, 1.95)  0.241
H (-12.24, -18.52, 1.23)  0.215
H (-6.37, -18.27, 5.74)  0.228
H (-9.04, -18.78, 2.55)  0.221
H (-6.26, -15.73, 5.13)  0.216
H (-16.22, -11.37, 0.06)  0.228
H (-8.39, -19.44, -5.35)  0.229
H (-16.63, -13.71, 0.65)  0.226
H (-13.80, -10.68, -0.35)  0.227
H (-6.52, -14.08, 3.40)  0.221

Record 3
Entry from the Open Molecules 2025 dataset: a molecular structure, C34H37CoN6OSSb2 (the ωB97M-V functional and the def2-TZVPD basis).

HOMO energy (alpha / beta) = -10.22 / -10.22 eV
relative energy (zero: lowest compared OMol25 entry of this formula, charge and spin) = 0.338 eV
multiplicity = 2
Kohn-Sham gap (alpha / beta) = 7.454 / 7.459 eV
net charge = +1

Each line ends with the Löwdin spin population.
Cartesian coordinates (Å):
Sb (3.11, 1.33, -1.40)  0.000
Sb (-0.68, 1.88, -1.39)  0.021
Co (-0.65, -0.36, 1.01)  0.941
S (-0.14, -3.49, -2.25)  -0.001
O (0.47, 2.50, 3.53)  0.000
N (-0.51, -1.89, -0.33)  -0.002
N (-2.60, 0.01, 0.83)  -0.004
N (-0.99, -2.10, 2.30)  0.039
N (1.28, -0.24, 1.44)  -0.004
N (-0.75, 1.06, 2.22)  -0.012
N (-1.24, -4.30, 2.37)  -0.001
C (-5.27, 0.74, 0.77)  -0.001
C (3.88, 0.25, 2.25)  -0.001
C (-3.05, 0.98, 1.64)  0.000
C (3.15, 2.06, -3.44)  0.000
C (-0.98, -3.21, 1.61)  0.001
C (-1.28, -2.46, 3.60)  0.003
C (-1.39, -1.68, 4.75)  0.000
C (-3.46, -0.60, 0.00)  -0.001
C (-1.68, -2.33, 5.93)  0.000
C (-1.85, -3.72, 5.98)  0.000
C (2.03, 1.49, -4.25)  0.000
C (-0.68, -3.16, 0.18)  0.000
C (2.84, 1.06, 2.69)  0.000
C (2.30, 0.49, -5.19)  0.000
C (1.56, 0.78, 2.26)  0.001
C (0.36, 1.56, 2.75)  0.001
C (3.59, -0.82, 1.42)  0.000
C (2.28, -1.03, 1.03)  -0.001
C (-4.80, -0.27, -0.05)  0.000
C (-4.38, 1.37, 1.63)  0.000
C (-0.21, -1.92, -1.59)  -0.001
C (0.70, 1.91, -4.09)  0.001
C (0.30, 2.89, -3.03)  0.014
C (-0.01, 0.35, -5.81)  0.000
C (-2.70, 2.27, -2.02)  0.004
C (-1.73, -4.51, 4.86)  0.000
C (-0.51, -4.16, -0.73)  -0.001
C (1.30, -0.08, -5.96)  0.000
C (-0.30, 1.33, -4.88)  0.000
C (5.19, 1.64, -1.03)  0.000
C (-1.44, -3.85, 3.67)  0.002
C (3.33, -0.72, -2.01)  0.000
C (-2.04, 1.60, 2.57)  0.000
C (-0.55, 3.55, -0.06)  -0.003
H (5.78, 1.27, -1.87)  0.000
H (-2.08, -4.19, 6.93)  0.000
H (-2.78, 3.30, -2.38)  0.000
H (3.11, 3.15, -3.40)  0.000
H (2.98, 1.90, 3.35)  0.000
H (-0.58, -5.22, -0.58)  0.000
H (-0.03, -1.03, -2.18)  0.001
H (4.37, -1.48, 1.07)  0.000
H (-6.31, 1.03, 0.75)  0.000
H (1.55, -0.85, -6.69)  0.000
H (-5.45, -0.79, -0.74)  0.000
H (4.11, 1.77, -3.86)  0.000
H (5.39, 2.71, -0.89)  0.000
H (-3.00, 1.59, -2.81)  0.000
H (2.47, -1.02, -2.61)  0.000
H (-4.71, 2.16, 2.29)  0.000
H (-1.47, 3.61, 0.53)  0.000
H (0.29, 3.46, 0.62)  0.000
H (5.50, 1.12, -0.12)  0.000
H (1.15, 3.43, -2.61)  0.000
H (3.41, -1.39, -1.15)  0.000
H (-1.24, -0.61, 4.71)  0.000
H (-1.30, -5.26, 2.06)  0.000
H (-1.32, 1.68, -4.77)  0.000
H (-2.32, 1.36, 3.60)  0.000
H (-2.06, 2.69, 2.50)  0.000
H (-0.80, -0.07, -6.42)  0.000
H (-1.86, -5.58, 4.90)  0.000
H (4.23, -0.83, -2.62)  0.000
H (2.02, -1.84, 0.36)  0.000
H (-3.37, 2.14, -1.17)  0.000
H (-1.77, -1.75, 6.84)  0.000
H (4.89, 0.44, 2.57)  0.000
H (-0.41, 3.63, -3.41)  0.001
H (-0.46, 4.47, -0.64)  0.000
H (-3.04, -1.37, -0.64)  0.000
H (3.33, 0.17, -5.32)  0.000

Record 4
Entry from the Open Molecules 2025 dataset: a molecular structure, CCl2O2S in a non-equilibrium geometry (the ωB97M-V functional and the def2-TZVPD basis).

HOMO energy = -9.30 eV
relative energy (zero: lowest compared OMol25 entry of this formula, charge and spin) = 4.013 eV
multiplicity = 1
Kohn-Sham gap = 7.673 eV

Each line ends with the natural charge from an NBO analysis.
Cartesian coordinates (Å):
Cl (0.38, -1.85, 0.49)  -0.127
Cl (-2.12, -0.15, 0.28)  0.035
S (0.57, -0.04, -0.41)  1.742
O (1.79, 0.22, -1.11)  -0.793
O (0.25, 0.92, 0.87)  -0.652
C (-0.86, 0.91, -0.12)  -0.205

Record 5
Entry from the Open Molecules 2025 dataset: 2 unconnected molecules or ions with the total composition C3H10S in a non-equilibrium geometry (the ωB97M-V functional and the def2-TZVPD basis).

HOMO energy = -8.88 eV
structure (SMILES) = CCS.C
relative energy (zero: lowest compared OMol25 entry of this formula, charge and spin) = 0.885 eV
multiplicity = 1
Kohn-Sham gap = 9.774 eV

Each line ends with the natural charge from an NBO analysis.
Cartesian coordinates (Å):
S (-1.17, 1.52, 2.72)  -0.038
C (0.42, 1.57, 0.48)  -0.630
C (0.43, 1.62, 1.98)  -0.538
C (-0.32, -2.94, -2.42)  -0.867
H (0.95, 2.52, 2.28)  0.202
H (1.53, 1.56, 0.35)  0.213
H (0.12, 2.52, 0.04)  0.225
H (-1.95, 1.86, 1.66)  0.121
H (-0.45, -1.95, -2.80)  0.213
H (-0.62, -3.48, -3.33)  0.220
H (0.73, -3.15, -2.13)  0.213
H (-0.84, -3.11, -1.46)  0.220
H (0.04, 0.54, 0.16)  0.225
H (1.13, 0.92, 2.48)  0.220

Q: The highest relative energy (zero: lowest compared OMol25 entry of this formula, charge and spin) belongs to which entry?
A: CCl2O2S

Q: Among the records above, which one has the lowest relative energy (zero: lowest compared OMol25 entry of this formula, charge and spin)?
A: C33H24BBrF2N9Ti